No. 1
Entry from the Open Molecules 2025 dataset: C8H13N3S2 in the gas phase in a non-equilibrium geometry (ωB97M-V with the def2-TZVPD basis set).

Element x y z (Å)
C 1.39044 -2.28134 -0.46892
N 0.93333 -1.57615 0.65191
C 0.38440 -0.37676 0.71786
C 0.18476 0.62228 -0.43735
C 1.53989 1.08127 -1.01755
C -0.63082 1.88478 0.09437
C -2.10689 1.58776 -0.16808
C -2.17080 0.97895 -1.48160
S -0.77741 -0.13288 -1.80696
N -0.11542 -0.03776 1.85736
N 0.21039 -1.12645 2.64614
C 0.89029 -2.10235 1.91705
S 1.46786 -3.56130 2.43584
H 2.04088 -3.02120 -0.05970
H 0.48836 -2.81734 -0.89274
H 1.72749 -1.73014 -1.23292
H 2.10050 0.20077 -1.15986
H 2.13333 1.72803 -0.42912
H 1.34491 1.51126 -1.95152
H -0.42518 2.80796 -0.40150
H -0.55551 2.06524 1.15506
H -2.48020 0.85518 0.51564
H -2.75781 2.42965 -0.09105
H -3.04384 0.44209 -1.69577
H -2.01138 1.66064 -2.27845
H 0.23843 -1.09218 3.58185

## Properties
Total charge = 0
ΔE to the lowest compared entry with this formula, charge and spin = 0.0 kcal/mol
Gap between HOMO and LUMO = 8.650 eV
Highest occupied orbital energy = -8.013 eV
Maximum force = 5.460 eV/Å
Structure (SMILES) = Cn1c([C@]2(C)CCCS2)n[nH]c1=S

---

No. 2
Entry from the Open Molecules 2025 dataset: a molecular structure, C7H12N2 in a non-equilibrium geometry (ωB97M-V with the def2-TZVPD basis set).

Element x y z (Å)
C 2.15571 1.04616 -0.54561
C -1.21920 1.89078 -1.61981
C -1.33341 -2.04867 1.16385
N 0.83418 0.45811 -0.42923
C 0.62559 -0.57145 0.38938
C -1.00793 1.08363 -0.42687
C -0.71619 -0.73648 0.80035
N 1.66220 -1.27183 0.97223
C -1.58160 0.40599 0.54393
H 2.51445 -1.40215 0.44464
H 1.43040 -2.06441 1.55220
H -2.55011 0.56213 1.01831
H 2.78668 0.43529 -1.20473
H 2.66147 1.13477 0.42374
H 2.06646 2.03610 -0.99694
H -0.34637 2.49037 -1.88777
H -1.39834 1.21277 -2.46070
H -2.08312 2.55989 -1.52301
H -1.71740 -2.57476 0.28152
H -2.17204 -1.93180 1.86157
H -0.61140 -2.71445 1.64295

## Properties
Total charge = 0
ΔE to the lowest compared entry with this formula, charge and spin = 67.1 kcal/mol
Gap between HOMO and LUMO = 7.137 eV
Highest occupied orbital energy = -6.191 eV
Maximum force = 3.222 eV/Å

---

No. 3
Entry from the Open Molecules 2025 dataset: a molecular structure, C29H21CaN6 in a non-equilibrium geometry (ωB97M-V with the def2-TZVPD basis set).

Element x y z (Å)
Ca -6.51747 6.29245 16.38481
N -4.99180 8.48267 12.80904
C -5.32134 7.58444 13.72484
N -6.34505 7.74685 14.57851
C -7.16442 8.83488 14.41696
N -8.08365 9.03719 15.27711
N -7.99597 8.14521 16.31541
C -8.72579 8.39030 17.39563
C -8.66676 7.47051 18.50563
C -9.34134 7.84695 19.70103
C -9.29977 6.98131 20.73332
C -8.52248 5.77024 20.65102
C -7.81726 5.53683 19.48285
N -7.90837 6.37111 18.39318
C -6.92665 9.75526 13.36096
C -7.81355 10.84040 13.11253
C -7.33115 11.93099 12.36338
C -6.07083 11.93602 11.75444
C -5.33691 10.74332 11.78923
C -5.75186 9.68623 12.58880
H -4.19397 8.24177 12.21242
H -4.68815 6.69471 13.77860
H -9.50626 9.13326 17.39646
H -9.85093 8.79266 19.65302
H -9.86282 7.15479 21.66135
H -8.64436 5.04107 21.45545
H -7.30589 4.56114 19.41899
H -8.87024 10.84070 13.48341
H -7.95689 12.84071 12.22682
H -5.62597 12.79389 11.29475
H -4.49268 10.64157 11.14441
C -6.82008 1.98462 14.34801
C -5.50429 1.63313 14.28255
C -4.50003 2.29964 15.01987
C -4.85068 3.45810 15.74132
C -6.21160 3.84820 15.76273
C -7.18698 3.00841 15.22204
C -3.85324 4.34097 16.45788
C -2.63736 3.80548 16.83410
C -1.60713 4.62494 17.25574
C -1.82918 5.97549 17.45134
C -0.88406 6.82040 18.06001
C -1.07767 8.11869 18.32519
C -2.35526 8.65530 18.04109
C -3.37091 7.87616 17.46036
C -3.14620 6.50859 17.12538
N -4.18093 5.65968 16.71388
H -7.58130 1.49417 13.67348
H -5.29759 0.69173 13.75609
H -3.47987 1.93987 14.95646
H -8.25201 3.11997 15.36535
H -2.56151 2.70663 16.82016
H -0.60756 4.21646 17.42337
H 0.08788 6.34128 18.24273
H -0.23909 8.64970 18.79783
H -2.57439 9.68906 18.18762
H -4.33931 8.36947 17.35452

## Properties
Total charge = +1
Gap between HOMO and LUMO = 5.517 eV
Highest occupied orbital energy = -9.393 eV
Maximum force = 3.714 eV/Å

---

No. 4
Entry from the Open Molecules 2025 dataset: 2 unconnected molecules or ions with the total composition C4H12OS in a non-equilibrium geometry (ωB97M-V with the def2-TZVPD basis set).

Element x y z (Å)
C -0.04075 -1.88562 1.50279
C 0.50716 -0.57032 2.30228
O 1.80884 -0.17019 1.90132
H -1.07461 -1.68606 1.15859
H -0.03406 -2.80956 2.06346
H 0.47612 -2.17387 0.62417
H -0.22042 0.15437 2.12225
H 0.52104 -0.80325 3.40934
H 2.06676 -0.70324 1.07616
C 1.03631 1.58667 -1.32782
S -0.67735 2.26065 -2.09365
C -1.87840 0.83447 -2.26861
H 0.91647 0.42647 -1.29880
H 1.79841 1.64511 -1.95391
H 1.15793 1.89826 -0.29091
H -2.56053 1.08159 -3.06193
H -2.42678 0.92150 -1.35824
H -1.37612 -0.00699 -2.50647

## Properties
Total charge = 0
ΔE to the lowest compared entry with this formula, charge and spin = 54.5 kcal/mol
Gap between HOMO and LUMO = 9.387 eV
Highest occupied orbital energy = -8.585 eV
Maximum force = 7.011 eV/Å
Structure (SMILES) = CCO.CSC

---

No. 5
Entry from the Open Molecules 2025 dataset: 2 unconnected molecules or ions with the total composition C26H19FO5S2 in a non-equilibrium geometry (ωB97M-V with the def2-TZVPD basis set).

Element x y z (Å)
C -3.53013 5.76937 -4.43740
C -2.90895 4.56272 -4.78983
C -2.95139 3.45330 -3.93645
C -3.61083 3.58645 -2.71725
O -3.58094 2.59545 -1.74335
C -2.38546 1.98331 -1.35831
C -1.91159 2.29573 -0.07802
C -0.89202 1.54919 0.47958
C -0.14090 0.63478 -0.30756
C 1.11507 0.21654 0.26227
C 2.26377 -0.16544 -0.48448
C 3.43553 -0.65108 0.17018
C 4.56446 -1.05612 -0.52106
C 4.60056 -0.95289 -1.91817
C 3.48872 -0.41822 -2.59467
C 2.37285 0.02122 -1.89423
C -0.68290 0.28083 -1.57275
C -1.76571 0.97364 -2.11284
C -4.35261 4.73324 -2.40192
C -4.27069 5.84211 -3.24534
H -3.43765 6.65812 -5.08048
H -2.36170 4.47472 -5.72787
H -2.49105 2.49999 -4.19534
H -2.38305 3.11327 0.46388
H -0.60145 1.71906 1.52461
H 1.30142 0.55130 1.29459
H 3.48100 -0.63912 1.25155
H 5.39816 -1.46854 0.04418
H 5.48442 -1.26509 -2.46592
H 3.49379 -0.33794 -3.68067
H 1.56667 0.53227 -2.43513
H -0.24927 -0.53501 -2.14568
H -2.15722 0.73264 -3.10269
H -4.92355 4.73860 -1.47272
H -4.77656 6.76415 -2.95513
F 1.09679 -0.35409 3.19530
C 0.82319 -1.25902 2.22587
S -0.70941 -2.12596 2.61039
O -1.45100 -1.34475 3.57320
O -1.29740 -2.58491 1.37386
C 0.02908 -3.52520 3.48253
C 1.38548 -3.69245 3.26601
C 2.14832 -4.58651 4.00871
C 1.49204 -5.40381 4.92819
C 0.11548 -5.26411 5.13971
C -0.62179 -4.29878 4.43969
S 2.10931 -2.49901 2.16775
O 2.19183 -3.06014 0.84266
O 3.27628 -1.98096 2.86774
H 3.22339 -4.62544 3.83133
H 2.07832 -6.14208 5.48224
H -0.40232 -5.89854 5.86054
H -1.68839 -4.14676 4.58870

## Properties
Total charge = 0
Gap between HOMO and LUMO = 6.486 eV
Highest occupied orbital energy = -8.216 eV
Maximum force = 2.318 eV/Å

---

No. 6
Entry from the Open Molecules 2025 dataset: C6H11N in the gas phase in a non-equilibrium geometry (ωB97M-V with the def2-TZVPD basis set).

Element x y z (Å)
C 0.86891 -2.66936 0.81341
C 0.23661 -1.94714 -0.08753
C 0.72671 -0.65988 -0.65493
C -0.02291 0.59182 -0.30176
C 0.23274 1.83055 -1.10125
C -0.73630 0.64370 0.82274
N -1.47098 1.79610 1.18895
H 0.60043 -3.66703 1.12170
H 1.75360 -2.28441 1.31393
H -0.62844 -2.37709 -0.58518
H 1.81483 -0.62504 -0.79223
H 0.56052 -0.72033 -1.75148
H -0.58270 2.08364 -1.78557
H 0.44299 2.69724 -0.47926
H 1.06452 1.64356 -1.78749
H -0.80081 -0.15765 1.54672
H -2.07605 2.16859 0.47286
H -1.98369 1.65272 2.04637

## Properties
Total charge = 0
ΔE to the lowest compared entry with this formula, charge and spin = 35.0 kcal/mol
Gap between HOMO and LUMO = 8.913 eV
Highest occupied orbital energy = -7.836 eV
Maximum force = 2.331 eV/Å
Structure (SMILES) = C=CC/C(C)=C/N

---

No. 7
Entry from the Open Molecules 2025 dataset: a molecular structure, C17H16Cl2N4O8Os (ωB97M-V with the def2-TZVPD basis set).

Element x y z (Å)
Os -0.61209 1.23480 -0.09081
N -1.43766 3.11355 -0.69138
C -0.60622 4.27995 -0.23699
C 0.77262 4.27782 -0.87846
C 1.73261 3.22987 -0.34153
N 1.30099 1.84052 -0.70495
H -1.52835 3.17057 -1.70641
H -2.38384 3.23269 -0.32934
H -0.52727 4.22027 0.85070
H -1.13807 5.19991 -0.47864
H 1.22018 5.25532 -0.69541
H 0.68490 4.18980 -1.96672
H 1.79811 3.27680 0.74689
H 2.73380 3.39102 -0.74044
H 1.96211 1.16257 -0.31787
H 1.36963 1.73534 -1.71993
Cl -5.74027 -3.95476 -0.69237
C -4.80093 -2.60127 -0.35284
C -4.99890 -1.87941 0.82706
C -4.20684 -0.79128 1.10300
Cl -4.40147 0.09373 2.52750
C -3.15235 -0.38704 0.19300
O -2.40671 0.58010 0.52379
C -3.00006 -1.12326 -1.03634
C -2.02091 -0.77602 -2.05378
O -1.22999 0.16755 -2.01662
C -3.80770 -2.20481 -1.28573
H -5.76741 -2.18168 1.52562
H -2.01498 -1.41238 -2.94766
H -3.69311 -2.77593 -2.19893
O -1.09088 -1.90731 1.25145
C -0.06325 -1.30001 1.41082
O 0.35734 -0.34321 0.54598
C 0.88645 -1.51415 2.53419
C 1.02867 -2.77456 3.10128
C 1.93564 -2.92937 4.13152
C 2.69839 -1.88982 4.63111
C 2.52810 -0.65375 4.03660
C 1.64537 -0.44813 2.99907
N 3.33259 0.49699 4.49574
O 3.91041 0.38583 5.54579
O 3.35714 1.46882 3.76106
N 2.10278 -4.27898 4.72438
O 2.76343 -4.35388 5.73179
O 1.54825 -5.19256 4.15425
H 0.45415 -3.62247 2.75629
H 3.38953 -2.04250 5.44800
H 1.56302 0.54008 2.57299

## Properties
Total charge = +2
Spin multiplicity = 5
ΔE to the lowest compared entry with this formula, charge and spin = 3.5 kcal/mol
Gap between HOMO and LUMO (spin up / spin down) = 7.801 / 5.534 eV
Highest occupied orbital energy (spin up / spin down) = -15.290 / -15.290 eV
Maximum force = 0.343 eV/Å
<S²> = 6.035

---

No. 8
Entry from the Open Molecules 2025 dataset: 2 unconnected molecules or ions with the total composition C4H10NOP in a non-equilibrium geometry (ωB97M-V with the def2-TZVPD basis set).

Element x y z (Å)
C -1.16354 -0.09509 -1.52890
C 1.85105 -0.23390 1.72488
C 0.51380 -0.88814 -0.24676
C 0.83539 0.30876 0.63325
N -1.28784 -0.84046 -2.49054
O -0.23475 0.90127 1.16729
P -2.25277 1.08385 -0.70480
H 2.72678 -0.50779 1.21637
H 1.47790 -1.09643 2.39049
H 2.17758 0.56038 2.36782
H 1.22046 -1.34131 -0.91811
H -0.18611 -1.57007 0.37835
H 1.44421 0.94111 0.07526
H -2.25870 -0.95051 -2.92409
H -0.62560 0.09781 1.53006
H -1.30722 2.04308 -0.73053
H -2.93063 1.58744 -1.94003

## Properties
Total charge = 0
ΔE to the lowest compared entry with this formula, charge and spin = 116.5 kcal/mol
Gap between HOMO and LUMO = 8.447 eV
Highest occupied orbital energy = -7.833 eV
Maximum force = 5.502 eV/Å